Record 1
This record from OMol25 describes a single C5H9NO2 molecule at a distorted geometry. The level of theory is ωB97M-V/def2-TZVPD.

## Properties
Largest force on an atom (eV/Å): 3.3
Gap between HOMO and LUMO (eV): 10.052
ΔE to the lowest compared entry with this formula, charge and spin (kJ/mol): 276.03
E_tot (eV): -10913.7148
HOMO (eV): -9.5

The geometry in ORCA input format:
```
! wB97M-V def2-TZVPD RIJCOSX def2/J DEFGRID3
* xyz 0 1
N -0.03506 -0.99146 0.99437
H -0.95474 -0.40183 -1.57561
C -0.01406 1.69449 0.92734
C -1.26918 0.23629 -0.80065
C 1.25419 -0.05527 -0.43481
H 1.93308 -1.60555 1.12428
C 1.20950 -1.41876 0.33683
H -0.20209 1.60109 1.94559
C -0.07581 0.31513 0.16481
H -3.15476 -0.48960 -0.86990
O 2.11393 0.52942 -0.96040
H 1.05539 -2.24880 -0.38623
O -2.44333 -0.41070 -0.21123
H 0.91455 2.23026 0.94746
H -0.81018 2.33880 0.58002
H -0.95432 -1.29356 0.66711
H -1.57413 1.22835 -1.18134
*
```

Here are the natural (NBO) charges for atoms 1 to 2, given in e: number 1, N, carries -0.612; number 2, H, carries 0.167



Record 2
This record from OMol25 describes a gas-phase ion, C5H9NO2 (charge +1) at a distorted geometry. The level of theory is ωB97M-V/def2-TZVPD.

## Properties
Largest force on an atom (eV/Å): 3.8
Gap between HOMO and LUMO (alpha / beta) (eV): 9.759 / 4.169
ΔE to the lowest compared entry with this formula, charge and spin (kJ/mol): 205.44
E_tot (eV): -10906.3987
HOMO (alpha / beta) (eV): -13.8 / -13.5

The geometry in ORCA input format:
```
! wB97M-V def2-TZVPD RIJCOSX def2/J DEFGRID3
* xyz 1 2
C -0.63261 0.56259 -1.62971
H -1.41084 0.12021 1.17392
O 1.28280 -1.75558 1.34645
C 0.60802 0.40285 2.04807
C 1.12673 -1.04946 2.31185
N -0.91763 -0.43916 -2.50061
H 1.51602 0.90347 1.69798
H 0.35145 0.83781 3.00638
H 1.53510 -1.34502 3.28913
C -0.44943 0.58310 0.94931
O -1.09781 1.66024 -1.88989
H -0.38011 -1.30003 -2.54972
H -0.71713 1.62889 0.80321
H -1.43362 -0.15409 -3.32762
H 0.15014 -1.02222 -0.47032
C 0.12199 0.05748 -0.37713
H 1.13735 0.46266 -0.48029
*
```

Here are the natural (NBO) charges for atoms 1 to 2, given in e: number 1, C, carries 0.647; number 2, H, carries 0.235



Record 3
This record from OMol25 describes 2 unconnected molecules or ions with the total composition C5H9NO2S. The level of theory is ωB97M-V/def2-TZVPD.

## Properties
Largest force on an atom (eV/Å): 0.9
Gap between HOMO and LUMO (eV): 9.053
ΔE to the lowest compared entry with this formula, charge and spin (kJ/mol): 196.91
E_tot (eV): -21749.6204
HOMO (eV): -8.5

The geometry in ORCA input format:
```
! wB97M-V def2-TZVPD RIJCOSX def2/J DEFGRID3
* xyz 0 1
O -0.25426 2.56101 -1.68788
H -0.94331 -2.32520 -1.00967
H -0.24952 -0.59438 1.42897
H -0.32712 3.17857 -2.42875
C -1.07303 -1.83635 -0.05911
H -1.36570 1.57337 -0.35687
C -2.15594 3.49054 -0.62855
H 3.15933 0.56416 0.62313
S 1.40464 -0.72596 -0.30852
C -0.12677 -1.07488 0.46941
C -1.52707 2.28547 -1.18496
H 2.48390 -0.54547 1.84015
H -2.07575 0.89822 -2.43184
H 1.61377 0.95761 1.40604
N -2.60489 4.44491 -0.19273
H -2.00255 -2.00027 0.45637
O -2.39260 1.76450 -2.15047
C 2.24732 0.15388 1.04217
*
```

Here are the natural (NBO) charges for atoms 1 to 2, given in e: number 1, O, carries -0.687; number 2, H, carries 0.199



Record 4
This record from OMol25 describes a molecular structure, C5H9NO2S2 at a distorted geometry. The level of theory is ωB97M-V/def2-TZVPD.

## Properties
Largest force on an atom (eV/Å): 3.9
Gap between HOMO and LUMO (eV): 8.983
ΔE to the lowest compared entry with this formula, charge and spin (kJ/mol): 207.23
E_tot (eV): -32584.0136
HOMO (eV): -8.4

The geometry in ORCA input format:
```
! wB97M-V def2-TZVPD RIJCOSX def2/J DEFGRID3
* xyz 0 1
O -1.42078 1.07204 -0.52477
C 1.07821 0.82346 2.39243
H 1.37932 -0.09990 2.71918
H 0.68036 1.43444 3.21397
S 0.12198 0.54870 -0.11090
H 1.99358 -1.66107 -2.78851
H 1.68896 1.55382 1.93203
C 0.98584 -2.41314 0.33098
H 3.10541 -2.09120 -0.29015
C 0.20611 -1.68008 -1.78670
C 1.52272 -1.78787 -1.83166
C 1.99194 -2.16483 -0.56908
H -0.80021 -0.01350 1.85629
H 1.15584 -2.59101 1.35720
H -1.53726 2.01571 -0.45159
H -0.49624 -1.29502 -2.52792
O 0.98151 1.70235 -0.41511
S -0.55887 -2.16310 -0.32612
N -0.05496 0.57911 1.50911
*
```

Here are the natural (NBO) charges for atoms 1 to 2, given in e: number 1, O, carries -0.925; number 2, C, carries -0.425



Record 5
This record from OMol25 describes 2 unconnected molecules or ions with the total composition C5H9NO3 at a distorted geometry. The level of theory is ωB97M-V/def2-TZVPD.

## Properties
Largest force on an atom (eV/Å): 4.5
Gap between HOMO and LUMO (eV): 10.129
ΔE to the lowest compared entry with this formula, charge and spin (kJ/mol): 457.05
E_tot (eV): -12959.9692
HOMO (eV): -9.5

The geometry in ORCA input format:
```
! wB97M-V def2-TZVPD RIJCOSX def2/J DEFGRID3
* xyz 0 1
C -1.02701 0.60317 -0.32119
H 3.20162 -0.33285 -1.08539
N -0.00232 -2.31415 0.64467
C 1.44719 -0.83461 -0.52473
H 0.25105 -2.89179 -0.16043
H -0.04566 2.20832 2.38269
H 1.27764 1.22202 1.90427
C 0.44855 1.80201 1.49879
H -2.53579 1.37566 -1.58217
C -0.45550 1.05107 0.65776
H -2.08474 -0.29052 -1.93852
O 2.63482 -0.22305 -0.30553
C -2.22880 0.43005 -1.13297
O 1.20217 -1.38924 -1.57224
H -0.86979 -1.81227 0.43532
O 0.98953 -1.29847 0.71467
H 0.85342 2.62925 0.90686
H -3.05636 0.06541 -0.52184
*
```

Here are the natural (NBO) charges for atoms 1 to 2, given in e: number 1, C, carries -0.063; number 2, H, carries 0.507



Record 6
This record from OMol25 describes a single C5H9NO3 molecule at a distorted geometry. The level of theory is ωB97M-V/def2-TZVPD.

## Properties
Largest force on an atom (eV/Å): 6.9
Gap between HOMO and LUMO (eV): 9.628
ΔE to the lowest compared entry with this formula, charge and spin (kJ/mol): 284.60
E_tot (eV): -12961.7566
HOMO (eV): -9.1

The geometry in ORCA input format:
```
! wB97M-V def2-TZVPD RIJCOSX def2/J DEFGRID3
* xyz 0 1
C 1.73270 0.79426 -0.63394
O -0.49735 1.87249 -1.41476
H 1.16151 -0.47566 1.59751
O 2.57032 1.31066 0.06717
H 0.20550 0.93480 2.07029
H 0.45472 -1.83738 -0.50337
H -2.39074 1.30663 0.10951
H -1.22409 -2.00725 0.04573
C 0.15037 -0.06202 1.62437
C -0.07096 1.09524 -0.62137
C -0.45577 -0.01482 0.22980
C -0.52589 -1.35652 -0.48800
H -0.89032 -1.26019 -1.51390
H -0.45898 -0.70745 2.26271
O 2.04296 0.08505 -1.73981
H -2.75456 -0.23801 0.19571
H 3.01842 0.12471 -1.82572
N -2.06782 0.43546 0.53807
*
```

Here are the natural (NBO) charges for atoms 1 to 2, given in e: number 1, C, carries 0.656; number 2, O, carries -0.463



Record 7
This record from OMol25 describes a single C5H9NO6 molecule at a distorted geometry. The level of theory is ωB97M-V/def2-TZVPD.

## Properties
Largest force on an atom (eV/Å): 3.6
Gap between HOMO and LUMO (eV): 10.134
ΔE to the lowest compared entry with this formula, charge and spin (kJ/mol): 179.12
E_tot (eV): -19103.2819
HOMO (eV): -9.7

The geometry in ORCA input format:
```
! wB97M-V def2-TZVPD RIJCOSX def2/J DEFGRID3
* xyz 0 1
H 3.55557 -1.06298 0.42324
H 1.67854 1.44650 -0.75919
H -0.88310 1.88419 -0.79256
C 1.64260 -0.49526 -0.19066
H -1.27318 0.21033 1.05353
C 0.88894 0.91623 -0.19079
O 0.72320 1.34221 1.10255
H 0.69446 0.55841 1.66930
O 1.99100 -0.71826 -1.51785
O 0.27423 -1.42074 1.54914
C -0.43846 0.91886 -0.94131
O 2.75694 -0.40413 0.63013
H 1.38713 -1.40580 -1.75076
C 0.66975 -1.52860 0.29524
N -2.37986 -0.53808 -0.58514
O -3.21255 -1.11045 0.37200
H -0.08807 -2.25477 1.76042
H -3.83949 -1.42106 -0.30360
H -0.42828 0.48881 -1.95453
O 0.35707 -2.44483 -0.39986
C -1.43489 0.18762 -0.10675
*
```

Here are the natural (NBO) charges for atoms 1 to 2, given in e: number 1, H, carries 0.508; number 2, H, carries 0.201



Record 8
This record from OMol25 describes 2 unconnected molecules or ions with the total composition C5H9NO6 at a distorted geometry. The level of theory is ωB97M-V/def2-TZVPD.

## Properties
Largest force on an atom (eV/Å): 5.1
Gap between HOMO and LUMO (alpha / beta) (eV): 6.348 / 7.821
ΔE to the lowest compared entry with this formula, charge and spin (kJ/mol): 649.97
E_tot (eV): -19098.4020
HOMO (alpha / beta) (eV): -9.4 / -9.3

The geometry in ORCA input format:
```
! wB97M-V def2-TZVPD RIJCOSX def2/J DEFGRID3
* xyz 0 1
O 0.62512 0.10944 2.77735
O 0.10224 1.11728 0.62799
H 1.21943 -0.13548 3.49846
H 0.24433 -0.06925 -2.88325
O -1.53384 1.57987 -0.89097
O 2.22102 -0.29260 -2.34028
C 1.03412 -0.52323 1.59180
O 0.43498 -2.02279 -1.04135
H 1.18470 -1.63138 1.73386
C -0.10034 -0.17181 0.58665
N -1.88754 2.73783 -0.63727
H -1.59794 -1.83696 0.90976
H -2.19725 -0.27977 0.17939
H 1.93556 -0.00481 1.21166
C 0.38212 -0.83664 -0.81885
O -2.77683 3.36961 -1.25136
C 0.88926 0.06599 -1.96760
H -1.77281 -0.28380 1.86142
H 2.24148 -1.27283 -2.42906
C -1.50714 -0.73165 0.90019
H 0.85930 1.11296 -1.61855
*
```

Here are the natural (NBO) charges for atoms 1 to 2, given in e: number 1, O, carries -0.716; number 2, O, carries -0.298